The following is a DFT calculation (wB97M-V/def2-TZVPD) of C7H28BF8N2O15S4V as an isolated structure at a distorted geometry.

```
! RIJCOSX wB97M-V def2-TZVPD def2/J DEFGRID3
* xyz 0 3
V 0.11 1.63 -2.35
B 2.14 -0.67 -3.66
F 1.82 -1.54 -2.73
F 1.71 -1.13 -4.89
F 1.52 0.53 -3.32
F 3.52 -0.55 -3.67
N -1.21 2.97 -1.80
S -2.61 3.67 -2.13
O -2.73 5.13 -2.41
O -3.72 2.95 -1.55
F -2.56 3.12 -3.66
S -1.21 4.00 -0.39
O -2.35 4.02 0.54
O -0.51 5.25 -0.59
F -0.14 3.14 0.47
N 0.02 0.49 -0.71
S 1.05 -0.18 0.26
O 1.29 -1.59 0.22
O 1.29 0.45 1.56
F 2.36 0.22 -0.54
S -1.25 -0.02 0.40
O -1.43 0.90 1.51
O -1.47 -1.48 0.58
F -2.36 0.47 -0.69
C 1.84 -4.31 2.44
O 1.27 -5.49 2.95
H 1.45 -3.99 1.47
H 1.89 -3.45 3.11
H 2.88 -4.42 2.14
H 0.31 -5.43 2.89
C -1.15 -1.11 -3.41
O -1.20 0.32 -3.40
H -0.62 -1.64 -2.62
H -2.19 -1.38 -3.26
H -0.91 -1.44 -4.42
H -1.84 0.57 -4.06
C 4.08 -0.34 2.49
O 5.41 -0.55 2.92
H 4.09 0.66 2.06
H 3.78 -1.14 1.82
H 3.35 -0.24 3.30
H 5.44 -0.18 3.81
C 1.94 2.36 3.88
O 2.98 1.90 4.69
H 2.19 2.73 2.89
H 1.08 1.72 3.67
H 1.47 3.22 4.37
H 2.58 1.16 5.16
C -1.92 -4.62 2.05
O -1.44 -5.75 2.77
H -2.13 -3.82 2.76
H -1.25 -4.34 1.23
H -2.79 -4.96 1.49
H -2.16 -6.36 2.94
C 2.98 3.06 -2.55
O 1.77 2.84 -1.85
H 3.16 2.40 -3.41
H 3.11 4.12 -2.76
H 3.82 2.73 -1.95
H 1.84 3.39 -1.07
C -6.05 0.14 -0.73
O -7.04 -0.71 -1.33
H -5.14 -0.45 -0.79
H -5.85 0.99 -1.38
H -6.40 0.39 0.28
H -7.92 -0.42 -1.07
*
```

- Electronic energy: -4882.0259 hartree
- Highest occupied orbital energy (spin up / spin down): -9.46 / -9.46 eV
- ΔE to the lowest compared entry with this formula, charge and spin: 206.2 kJ/mol
- Orbital gap (spin up / spin down): 4.81 / 5.91 eV

These are the Löwdin partial charges, in e, on atoms 1 to 6: V 1.24; B -1.41; F 0.23; F 0.15; F 0.09; F 0.16


The following is a DFT calculation (wB97M-V/def2-TZVPD) of C7H28BaO7 as an isolated structure.

```
! RIJCOSX wB97M-V def2-TZVPD def2/J DEFGRID3
* xyz 2 1
Ba 4.95 11.55 -2.95
C 2.33 12.72 -0.54
O 3.00 11.53 -1.04
H 2.33 12.75 0.54
H 2.84 13.60 -0.93
H 1.28 12.73 -0.86
H 2.96 10.87 -0.34
C 1.64 11.71 -5.12
O 2.29 12.19 -3.93
H 1.46 12.53 -5.81
H 2.26 10.94 -5.54
H 0.65 11.31 -4.88
H 1.65 12.68 -3.40
C 8.18 12.50 -4.36
O 7.39 12.75 -3.16
H 9.24 12.42 -4.11
H 7.84 11.59 -4.83
H 8.05 13.35 -5.03
H 7.70 13.58 -2.80
C 5.53 13.24 0.76
O 5.87 13.12 -0.63
H 6.41 13.09 1.38
H 5.11 14.23 0.97
H 4.76 12.51 0.96
H 6.52 13.79 -0.84
C 7.28 8.81 -4.53
O 6.95 9.65 -3.41
H 6.89 7.80 -4.38
H 6.81 9.25 -5.40
H 8.36 8.80 -4.70
H 7.44 9.35 -2.64
C 4.75 12.26 -6.59
O 4.96 11.14 -5.70
H 5.46 12.25 -7.42
H 3.74 12.26 -7.00
H 4.89 13.17 -6.01
H 4.84 10.33 -6.21
C 2.64 8.62 -3.24
O 4.02 9.07 -3.42
H 2.33 8.78 -2.21
H 2.01 9.18 -3.91
H 2.57 7.56 -3.50
H 4.58 8.31 -3.27
*
```

- Electronic energy: -835.1857 hartree
- Highest occupied orbital energy: -16.97 eV
- ΔE to the lowest compared entry with this formula, charge and spin: 6.7 kJ/mol
- Orbital gap: 11.42 eV

These are the Löwdin partial charges, in e, on atoms 1 to 6: Ba 2.11; C -0.10; O -0.30; H 0.10; H 0.09; H 0.09


The following is a DFT calculation (wB97M-V/def2-TZVPD) of C7H28MnN14O7 as an isolated structure at a distorted geometry.

```
! RIJCOSX wB97M-V def2-TZVPD def2/J DEFGRID3
* xyz 2 6
Mn 0.08 0.25 -0.15
C 2.77 -1.90 0.29
O 1.71 -1.27 0.24
N 3.93 -1.29 0.63
N 2.85 -3.23 0.00
H 3.89 -0.34 0.95
H 4.74 -1.83 0.88
H 2.01 -3.69 -0.29
H 3.77 -3.63 -0.12
C 2.13 0.12 -2.64
O 1.47 0.65 -1.74
N 1.54 -0.56 -3.65
N 3.49 0.18 -2.70
H 2.04 -0.97 -4.42
H 0.54 -0.67 -3.67
H 3.97 0.56 -1.91
H 3.97 -0.29 -3.45
C -0.90 -0.53 3.14
O -0.43 -0.24 2.05
N -0.08 -0.89 4.18
N -2.22 -0.45 3.44
H 0.86 -1.11 3.94
H -0.45 -1.17 5.08
H -2.86 -0.23 2.70
H -2.57 -0.88 4.28
C -2.05 2.63 0.80
O -1.12 1.93 0.39
N -2.21 2.91 2.11
N -2.92 3.19 -0.08
H -1.57 2.43 2.71
H -2.90 3.54 2.49
H -3.73 3.70 0.23
H -2.64 3.19 -1.04
C -2.01 0.32 -2.97
O -1.10 0.47 -2.16
N -2.43 1.37 -3.73
N -2.66 -0.85 -3.18
H -1.85 2.19 -3.77
H -3.21 1.30 -4.36
H -3.11 -1.00 -4.07
H -2.32 -1.65 -2.68
C -2.26 -2.26 -0.15
O -1.29 -1.52 -0.25
N -2.14 -3.61 -0.35
N -3.53 -1.83 0.05
H -2.93 -4.24 -0.30
H -1.23 -4.03 -0.30
H -4.29 -2.48 0.08
H -3.74 -0.86 0.22
C 2.50 2.08 1.48
O 1.50 1.52 1.03
N 3.52 2.45 0.66
N 2.63 2.32 2.81
H 3.32 2.32 -0.31
H 4.34 2.88 1.05
H 3.36 2.92 3.16
H 1.83 2.08 3.36
*
```

- Electronic energy: -2727.7556 hartree
- Highest occupied orbital energy (spin up / spin down): -14.45 / -14.89 eV
- ΔE to the lowest compared entry with this formula, charge and spin: 0.0 kJ/mol
- Orbital gap (spin up / spin down): 10.31 / 10.74 eV

These are the Löwdin partial charges, in e, on atoms 1 to 6: Mn 0.94; C -0.62; O -0.02; N 0.19; N 0.19; H 0.09


The following is a DFT calculation (wB97M-V/def2-TZVPD) of a 7-piece molecular cluster, C7H28N4O7 overall at a distorted geometry.

```
! RIJCOSX wB97M-V def2-TZVPD def2/J DEFGRID3
* xyz 0 1
N -3.31 2.67 1.03
C -2.12 2.44 0.52
N -1.78 1.16 0.34
O -1.13 3.42 0.42
H -3.63 3.59 1.34
H -4.16 2.05 0.90
H -0.79 1.03 0.52
H -2.52 0.45 0.50
N -1.34 -3.20 0.11
C -1.50 -2.58 -0.98
N -2.72 -2.57 -1.30
O -0.59 -1.65 -1.56
H -0.41 -3.07 0.35
H -1.82 -4.08 0.21
H -3.01 -1.83 -1.93
H -3.48 -3.08 -0.81
C 1.43 -1.57 1.54
O 1.66 -2.86 1.03
H 1.41 -1.80 2.62
H 0.63 -0.96 1.18
H 2.28 -1.00 1.40
H 2.36 -3.26 1.47
C 3.00 -2.74 -2.41
O 1.88 -2.13 -2.78
H 3.85 -2.14 -2.69
H 3.06 -3.81 -2.64
H 3.00 -2.73 -1.33
H 1.23 -2.09 -2.08
C 2.16 2.20 4.31
O 2.07 0.87 3.91
H 2.56 2.35 5.30
H 1.13 2.39 4.57
H 2.47 2.87 3.51
H 1.40 0.82 3.19
C 1.34 1.31 -0.78
O 1.19 1.58 0.58
H 0.76 0.41 -1.01
H 2.40 1.21 -0.98
H 0.81 2.07 -1.38
H 0.90 2.52 0.56
C -1.92 2.19 -3.05
O -1.35 1.01 -2.59
H -2.91 2.28 -2.65
H -2.04 2.21 -4.16
H -1.25 3.01 -2.67
H -1.21 1.04 -1.63
*
```

- SMILES: NC(N)=O.NC(N)=O.CO.CO.CO.CO.CO
- Electronic energy: -1029.0418 hartree
- Highest occupied orbital energy: -8.96 eV
- ΔE to the lowest compared entry with this formula, charge and spin: 422.5 kJ/mol
- Orbital gap: 8.99 eV

These are the Löwdin partial charges, in e, on atoms 1 to 6: N 0.15; C -0.56; N 0.15; O -0.12; H 0.12; H 0.14


The following is a DFT calculation (wB97M-V/def2-TZVPD) of C7H29BO20Y as an isolated structure at a distorted geometry.

```
! RIJCOSX wB97M-V def2-TZVPD def2/J DEFGRID3
* xyz 1 1
Y -2.70 3.21 -0.27
O 3.72 1.90 0.18
C 3.89 0.88 -0.42
O 2.99 0.26 -1.17
B 3.58 -0.96 -1.79
O 4.97 -1.00 -1.29
C 5.18 0.03 -0.52
O 6.19 0.28 0.09
O 3.57 -0.77 -3.24
C 2.84 -1.72 -3.81
O 2.59 -1.76 -4.98
C 2.26 -2.61 -2.69
O 2.83 -2.20 -1.56
O 1.50 -3.50 -2.87
C -0.29 -0.22 1.48
C -0.57 0.37 0.08
C -0.38 -0.74 -0.97
O -1.79 1.03 -0.07
H 0.77 -0.46 1.52
H -0.94 -1.07 1.72
H -0.46 0.53 2.27
H 0.24 1.09 -0.09
H -0.41 -0.32 -1.98
H -1.19 -1.45 -0.81
H 0.59 -1.19 -0.77
O -3.80 1.58 -2.02
H -3.31 0.74 -2.13
H -4.71 1.38 -2.28
O 0.20 -2.48 3.86
H 0.86 -2.07 4.44
H -0.54 -1.86 3.85
O 1.05 2.46 -2.28
H 1.17 1.78 -1.60
H 0.80 1.97 -3.08
O -2.19 3.05 2.13
H -2.22 3.69 2.87
H -2.22 2.17 2.55
O -3.81 -1.18 0.35
H -3.52 -1.98 0.82
H -3.06 -0.56 0.43
O 1.72 2.21 4.09
H 1.58 1.32 4.45
H 1.70 2.10 3.13
O -3.02 -3.65 2.09
H -2.73 -3.17 2.87
H -2.60 -4.52 2.16
O -0.05 1.14 -4.59
H -0.08 1.20 -5.55
H -0.15 0.20 -4.39
O -0.43 3.95 0.11
H 0.20 4.60 -0.26
H 0.02 3.58 0.89
O -4.46 1.87 0.67
H -4.39 0.91 0.44
H -4.90 1.88 1.54
O 1.60 -3.94 1.89
H 1.20 -3.22 2.39
H 1.10 -4.72 2.14
*
```

- Electronic energy: -1852.1077 hartree
- Highest occupied orbital energy: -10.71 eV
- ΔE to the lowest compared entry with this formula, charge and spin: 0.0 kJ/mol
- Orbital gap: 4.14 eV

These are the Löwdin partial charges, in e, on atoms 1 to 6: Y 1.95; O 0.13; C -0.39; O 0.19; B -0.88; O 0.25


The following is a DFT calculation (wB97M-V/def2-TZVPD) of a 8-piece molecular cluster, C7H29NO7 overall at a distorted geometry.

```
! RIJCOSX wB97M-V def2-TZVPD def2/J DEFGRID3
* xyz 0 1
C 3.17 1.27 0.06
C 2.57 2.37 1.11
C 1.36 3.13 0.52
C 0.11 2.30 0.57
C -0.26 1.54 -0.51
N -1.51 0.78 -0.60
C -0.81 2.74 1.63
C -0.46 1.96 2.94
H 3.27 0.26 0.24
H 2.67 1.49 -0.89
H 4.17 1.65 -0.15
H 3.35 3.07 1.22
H 2.15 1.81 2.08
H 1.30 4.13 0.97
H 1.57 3.20 -0.59
H 0.18 1.54 -1.54
H -2.17 1.00 0.13
H -2.04 1.03 -1.45
H -1.89 2.46 1.37
H -0.61 3.81 1.81
H -0.70 0.85 2.91
H -1.01 2.06 3.89
H 0.51 2.11 3.24
O 0.63 -2.84 1.51
H 1.25 -2.67 2.22
H 1.30 -3.02 0.70
O -0.25 -1.61 -1.41
H -0.13 -0.73 -1.10
H -0.73 -2.15 -0.74
O -2.06 -2.45 -3.19
H -1.34 -1.90 -2.72
H -2.31 -3.20 -2.64
O -1.03 -4.73 -0.54
H -1.64 -3.98 -0.45
H -0.49 -4.38 0.18
O -1.81 -2.10 0.88
H -1.13 -1.84 1.45
H -2.19 -1.28 0.57
O 2.28 -2.48 -1.58
H 1.48 -2.07 -1.29
H 3.00 -1.81 -1.74
O -3.05 -0.14 -2.99
H -3.97 -0.26 -2.68
H -2.72 -0.94 -3.41
*
```

- SMILES: CCC/C(=C/N)CC.O.O.O.O.O.O.O
- Electronic energy: -865.4417 hartree
- Highest occupied orbital energy: -8.64 eV
- ΔE to the lowest compared entry with this formula, charge and spin: 282.9 kJ/mol
- Orbital gap: 8.83 eV

These are the Löwdin partial charges, in e, on atoms 1 to 6: C -0.07; C -0.19; C -0.21; C -0.30; C -0.11; N 0.01


The following is a DFT calculation (wB97M-V/def2-TZVPD) of a 8-piece molecular cluster, C7H29NO7 overall.

```
! RIJCOSX wB97M-V def2-TZVPD def2/J DEFGRID3
* xyz 0 1
C -0.30 -0.77 3.14
C 0.38 -1.28 2.12
C 1.72 -0.78 1.65
C 1.83 0.74 1.48
C 0.73 1.37 0.63
N 0.77 0.88 -0.75
C -0.31 1.41 -1.57
C -0.28 0.76 -2.95
H -1.25 -1.18 3.46
H 0.04 0.11 3.67
H 0.01 -2.18 1.64
H 2.02 -1.23 0.71
H 2.49 -1.12 2.35
H 2.81 0.97 1.04
H 1.84 1.22 2.46
H 0.90 2.44 0.59
H -0.23 1.19 1.12
H 0.74 -0.13 -0.75
H -1.28 1.27 -1.10
H -0.20 2.48 -1.70
H 0.69 0.86 -3.42
H -0.50 -0.31 -2.91
H -1.04 1.19 -3.60
O -3.03 4.09 0.67
H -2.25 3.90 0.12
H -3.45 3.22 0.84
O -4.06 1.53 1.10
H -4.81 1.57 1.72
H -3.75 0.59 1.13
O 3.33 0.94 -1.94
H 2.38 1.12 -1.66
H 3.89 1.36 -1.28
O -1.66 -2.58 -0.27
H -0.71 -2.57 -0.51
H -2.12 -2.91 -1.04
O 3.18 -1.82 -2.02
H 3.22 -0.82 -2.05
H 4.04 -2.12 -1.71
O 0.93 -2.95 -1.19
H 0.83 -3.69 -1.81
H 1.75 -2.53 -1.50
O -3.38 -1.14 1.28
H -3.15 -1.52 2.14
H -2.75 -1.56 0.66
*
```

- SMILES: C=CCCCNCC.O.O.O.O.O.O.O
- Electronic energy: -865.5494 hartree
- Highest occupied orbital energy: -9.53 eV
- ΔE to the lowest compared entry with this formula, charge and spin: 0.0 kJ/mol
- Orbital gap: 9.85 eV

These are the Löwdin partial charges, in e, on atoms 1 to 6: C 0.01; C -0.17; C -0.20; C -0.19; C -0.22; N -0.09


The following is a DFT calculation (wB97M-V/def2-TZVPD) of C7H30O8 as an isolated structure at a distorted geometry.

```
! RIJCOSX wB97M-V def2-TZVPD def2/J DEFGRID3
* xyz 0 1
C -28.65 -7.42 8.28
O -27.83 -7.80 9.36
H -29.52 -8.08 8.22
H -28.93 -6.41 8.58
H -28.05 -7.42 7.37
H -28.30 -7.59 10.17
C -27.73 -5.98 5.13
C -27.05 -7.17 4.45
C -26.21 -6.94 3.17
O -26.25 -7.71 5.51
H -26.98 -5.25 5.42
H -28.37 -6.20 5.99
H -28.39 -5.45 4.45
H -27.80 -7.96 4.36
H -26.90 -6.71 2.37
H -25.65 -7.78 2.76
H -25.48 -6.13 3.26
H -25.71 -6.97 5.81
C -31.09 -9.42 4.93
C -30.90 -10.41 6.08
C -30.04 -9.84 7.22
O -32.20 -10.70 6.63
H -31.86 -9.81 4.27
H -30.21 -9.32 4.29
H -31.48 -8.47 5.29
H -30.42 -11.28 5.65
H -30.11 -10.39 8.15
H -30.44 -8.88 7.54
H -28.99 -9.80 6.93
H -32.66 -11.43 6.20
O -27.80 -8.78 5.98
H -28.57 -8.26 6.18
H -27.17 -8.16 5.60
O -27.47 -9.84 9.67
H -27.51 -9.05 9.14
H -27.80 -10.53 9.09
O -31.68 -8.36 8.45
H -31.10 -8.78 9.10
H -31.45 -7.43 8.49
O -29.76 -6.38 6.45
H -30.09 -5.51 6.22
H -30.29 -6.65 7.19
O -30.55 -4.97 8.35
H -30.95 -4.23 7.88
H -29.62 -4.75 8.39
*
```

- Electronic energy: -886.2316 hartree
- Highest occupied orbital energy: -9.25 eV
- ΔE to the lowest compared entry with this formula, charge and spin: 976.3 kJ/mol
- Orbital gap: 8.98 eV

These are the Löwdin partial charges, in e, on atoms 1 to 6: C -0.12; O -0.08; H 0.05; H 0.08; H 0.08; H 0.13


The following is a DFT calculation (wB97M-V/def2-TZVPD) of a 8-piece molecular cluster, C7H31NO7 overall at a distorted geometry.

```
! RIJCOSX wB97M-V def2-TZVPD def2/J DEFGRID3
* xyz 0 1
C -3.31 -2.39 -0.15
C -2.49 -1.08 -0.19
C -2.90 -0.18 0.97
C -1.95 0.82 1.70
C -0.47 0.68 1.13
N 0.30 1.96 1.15
C 0.58 2.35 2.50
C 1.59 1.75 0.47
H -2.67 -3.22 0.08
H -4.15 -2.34 0.52
H -3.69 -2.63 -1.18
H -1.44 -1.31 -0.18
H -2.65 -0.62 -1.21
H -3.85 0.36 0.64
H -3.58 -0.67 1.67
H -2.25 1.88 1.64
H -1.80 0.54 2.79
H -0.52 0.36 0.06
H 0.07 -0.13 1.72
H -0.23 2.14 3.22
H 0.74 3.44 2.57
H 1.51 1.87 2.85
H 2.21 0.92 0.82
H 2.22 2.61 0.45
H 1.33 1.53 -0.59
O 2.69 -2.58 2.08
H 3.07 -2.59 1.15
H 2.26 -1.72 2.09
O -0.95 3.76 -0.79
H -0.52 3.15 -0.14
H -1.72 4.00 -0.30
O 0.17 3.19 -3.10
H -0.22 3.69 -2.27
H -0.69 3.03 -3.51
O 3.03 -3.03 -0.49
H 2.64 -2.49 -1.19
H 2.47 -3.76 -0.21
O 0.76 -4.31 0.95
H 1.37 -4.02 1.65
H -0.08 -3.89 1.10
O 1.33 -1.78 -2.38
H 1.24 -0.82 -2.55
H 0.99 -2.19 -3.17
O 0.89 0.76 -3.22
H 0.92 0.96 -4.19
H 0.54 1.63 -2.85
*
```

- SMILES: CCCCCN(C)C.O.O.O.O.O.O.O
- Electronic energy: -866.6892 hartree
- Highest occupied orbital energy: -9.78 eV
- ΔE to the lowest compared entry with this formula, charge and spin: 192.1 kJ/mol
- Orbital gap: 10.08 eV

These are the Löwdin partial charges, in e, on atoms 1 to 6: C -0.10; C -0.26; C -0.22; C -0.15; C -0.20; N -0.30


The following is a DFT calculation (wB97M-V/def2-TZVPD) of a 9-piece molecular cluster, C7H32O9 overall at a distorted geometry.

```
! RIJCOSX wB97M-V def2-TZVPD def2/J DEFGRID3
* xyz 0 1
O 0.20 0.08 0.09
H 0.69 0.71 -0.46
H -0.62 -0.10 -0.46
H 0.64 -0.69 0.02
O 1.53 -2.19 -0.26
H 2.46 -2.12 -0.63
C -0.46 3.68 1.43
O -1.15 2.68 0.78
H 0.57 3.19 1.33
H -0.74 4.02 2.45
H -0.50 4.51 0.76
H -1.93 3.10 0.90
C -2.49 0.01 2.90
O -2.24 1.33 3.13
H -3.53 -0.21 2.82
H -2.03 -0.61 3.51
H -2.26 -0.20 1.85
H -1.54 1.64 2.46
C 1.95 -1.08 -3.44
O 1.07 -2.13 -2.98
H 1.44 -0.43 -3.86
H 2.75 -1.54 -4.14
H 2.57 -0.56 -2.42
H 1.10 -2.30 -2.01
C 2.29 2.69 -1.07
O 1.28 2.01 -1.64
H 2.53 3.75 -1.59
H 3.28 2.26 -0.95
H 1.87 3.35 -0.24
H 1.36 2.26 -2.45
C -2.95 0.63 -1.93
O -1.83 -0.26 -1.72
H -3.23 1.01 -1.09
H -3.93 0.23 -2.29
H -2.69 1.34 -2.78
H -1.76 -1.07 -2.33
C -1.61 -3.32 -0.02
O -0.73 -2.72 0.84
H -2.41 -3.75 0.66
H -0.90 -3.96 -0.62
H -2.10 -2.54 -0.73
H 0.09 -2.64 0.29
C 2.42 -1.78 3.06
O 2.60 -0.98 1.88
H 1.27 -1.35 3.49
H 3.22 -1.59 3.59
H 2.22 -2.76 2.68
H 2.25 -1.60 1.23
*
```

- Electronic energy: -962.6564 hartree
- Highest occupied orbital energy: -8.90 eV
- ΔE to the lowest compared entry with this formula, charge and spin: 954.0 kJ/mol
- Orbital gap: 8.99 eV

These are the Löwdin partial charges, in e, on atoms 1 to 6: O 0.28; H 0.11; H 0.12; H -0.02; O -0.39; H 0.03